Entry 1:
Below is a 4-piece molecular cluster, C52H88NO17P overall, with properties calculated with ωB97M-V/def2-TZVPD.

* molar mass: 1030.24 g/mol
* lowest unoccupied orbital energy: -1.6 eV
* structure (SMILES): C=CCc1c(CON=O)c2c(c(CCCCCCCCCCCC)c1P(=O)(O)O)C(=O)c1c(CCOCC)cccc1C2=O.COCCOCCOC.COCCOCCOC.COCCOCCOC
* highest occupied orbital energy: -8.6 eV
* calculated total energy: -3708.62560 Eh
* gap between HOMO and LUMO: 0.2573 Ha

Last column: Mulliken charge in e.
Cartesian coordinates (Å):
C -5.659 2.426 5.905  -0.57
C -6.669 1.851 6.770  -0.28
C -6.586 0.297 7.131  -0.93
C -5.287 -0.324 6.447  0.28
C -5.444 -0.901 4.993  -0.32
C -6.813 -0.854 4.159  -1.00
O -7.624 -2.056 4.255  -0.17
N -7.453 -2.611 5.478  0.38
O -8.144 -3.583 5.550  -0.48
C -4.223 -1.563 4.290  0.40
C -2.860 -1.618 5.025  -0.21
C -2.704 -1.023 6.467  -0.92
C -1.239 -1.114 7.104  0.33
C -0.219 -0.165 6.269  -1.18
C 1.293 -0.755 6.216  1.18
C 2.062 -0.313 7.557  -0.88
C 2.865 -1.493 8.296  -0.41
C 2.002 -2.823 8.585  0.11
C 2.990 -4.081 8.376  -1.25
C 3.090 -4.582 6.846  0.87
C 4.578 -4.509 6.227  -0.93
C 4.875 -3.192 5.365  0.45
C 6.215 -3.309 4.447  -0.78
C 6.205 -4.570 3.455  -0.80
C -3.932 -0.351 7.197  1.45
P -3.590 0.346 8.905  0.94
O -2.457 1.394 8.728  -0.69
O -4.906 1.136 9.631  -0.54
O -2.990 -0.860 9.971  -0.54
C -1.642 -2.286 4.215  0.66
O -0.752 -3.002 4.732  -0.53
C -1.659 -2.012 2.631  0.33
C -0.400 -1.807 1.762  0.05
C 1.066 -1.830 2.385  1.11
C 1.900 -2.980 1.615  -0.77
O 2.829 -3.706 2.443  -0.33
C 2.155 -4.489 3.457  1.64
C 1.185 -5.639 2.892  -1.39
C -0.526 -1.593 0.225  -0.41
C -1.907 -1.594 -0.481  -0.80
C -3.193 -1.767 0.369  -0.65
C -3.038 -1.976 1.889  0.48
C -4.327 -2.177 2.831  -0.05
O -5.291 -2.827 2.363  -0.56
H -5.985 2.910 4.909  0.26
H -4.546 2.366 6.147  0.29
H -7.501 2.565 7.109  0.32
H -7.511 -0.195 6.640  0.40
H -6.685 0.065 8.252  0.35
H -6.509 -0.626 3.069  0.43
H -7.372 0.092 4.514  0.31
H -1.177 -0.774 8.188  -0.14
H -0.925 -2.222 7.095  0.06
H -0.163 0.819 6.876  0.54
H -0.645 0.082 5.237  0.40
H 1.778 -0.313 5.267  0.43
H 1.275 -1.895 6.059  -1.02
H 2.822 0.495 7.285  0.28
H 1.315 0.102 8.333  0.29
H 3.217 -1.106 9.325  0.35
H 3.826 -1.801 7.743  -0.03
H 1.694 -2.787 9.695  0.39
H 1.049 -2.866 7.958  -0.17
H 2.595 -4.951 9.019  0.38
H 4.005 -3.795 8.828  0.35
H 2.308 -4.059 6.195  -0.77
H 2.800 -5.702 6.845  0.38
H 4.676 -5.435 5.538  0.30
H 5.343 -4.690 7.072  0.36
H 5.111 -2.345 6.119  0.23
H 3.995 -2.850 4.708  -0.26
H 7.092 -3.285 5.179  0.35
H 6.269 -2.329 3.840  0.36
H 6.924 -4.342 2.585  0.34
H 5.145 -4.769 3.083  0.08
H 6.649 -5.456 4.035  0.25
H -5.324 0.464 10.234  0.35
H -2.080 -0.538 10.200  0.35
H 1.552 -0.821 2.116  0.54
H 1.101 -1.909 3.520  -1.26
H 1.143 -3.628 1.057  0.35
H 2.521 -2.439 0.804  0.20
H 1.584 -3.860 4.232  -0.87
H 2.988 -5.020 4.055  -0.20
H 1.483 -6.668 3.326  0.36
H 0.123 -5.443 3.282  0.23
H 1.208 -5.762 1.757  0.38
H 0.399 -1.437 -0.416  0.39
H -1.989 -1.470 -1.607  0.36
H -4.231 -1.754 -0.100  0.40
C -2.788 6.806 -1.957  -0.68
O -3.116 5.441 -1.765  -0.29
C -3.293 4.727 -2.982  -0.44
C -2.596 3.371 -2.942  -0.38
O -1.167 3.423 -2.965  -0.27
C -0.520 3.928 -1.791  -0.44
C -0.683 3.061 -0.546  -0.59
O -2.001 3.172 -0.024  -0.33
C -2.513 1.951 0.480  -0.64
H -3.679 7.372 -2.232  0.32
H -2.390 7.192 -1.018  0.26
H -2.015 6.927 -2.728  0.23
H -2.918 5.301 -3.838  0.17
H -4.370 4.575 -3.119  0.42
H -2.877 2.830 -3.852  0.53
H -2.948 2.759 -2.112  0.01
H -0.818 4.961 -1.606  0.17
H 0.544 3.957 -2.042  0.47
H 0.005 3.413 0.229  0.45
H -0.434 2.022 -0.792  0.23
H -2.288 1.115 -0.188  0.16
H -3.599 2.045 0.545  0.32
H -2.111 1.758 1.479  0.37
C 2.311 3.926 -9.103  -0.81
O 1.328 4.876 -8.730  -0.33
C 0.059 4.637 -9.325  -0.44
C -1.071 4.785 -8.311  -0.29
O -1.134 3.757 -7.321  -0.51
C -0.094 3.737 -6.336  -0.44
C -0.080 4.935 -5.392  0.28
O 0.401 6.097 -6.061  -0.33
C -0.273 7.283 -5.686  -0.78
H 2.674 4.136 -10.110  0.33
H 3.140 4.003 -8.397  0.31
H 1.918 2.903 -9.052  0.34
H 0.012 3.636 -9.773  0.25
H -0.073 5.376 -10.124  0.41
H -2.016 4.712 -8.860  0.44
H -1.072 5.771 -7.848  0.04
H 0.877 3.584 -6.809  0.01
H -0.286 2.842 -5.737  0.56
H 0.604 4.731 -4.563  0.33
H -1.085 5.090 -4.989  -0.30
H -1.356 7.129 -5.625  0.32
H -0.085 8.034 -6.456  0.27
H 0.112 7.650 -4.730  0.30
C 0.872 -2.330 -12.266  -0.82
O 2.200 -1.899 -12.503  -0.29
C 2.286 -0.548 -12.940  -0.55
C 3.398 0.205 -12.216  -0.31
O 3.147 0.472 -10.835  -0.39
C 3.161 -0.650 -9.945  -0.29
C 4.519 -1.327 -9.787  -0.60
O 4.843 -2.083 -10.948  -0.27
C 6.214 -2.026 -11.295  -0.83
H 0.369 -2.539 -13.211  0.32
H 0.916 -3.243 -11.670  0.23
H 0.305 -1.582 -11.697  0.37
H 1.336 -0.020 -12.789  0.34
H 2.501 -0.564 -14.015  0.38
H 3.488 1.189 -12.686  0.41
H 4.366 -0.278 -12.349  0.09
H 2.383 -1.363 -10.218  0.10
H 2.874 -0.243 -8.970  0.41
H 4.475 -2.027 -8.945  0.41
H 5.281 -0.569 -9.575  0.34
H 6.608 -1.008 -11.212  0.38
H 6.309 -2.337 -12.338  0.23
H 6.792 -2.709 -10.666  0.31

Entry 2:
Below is C52H90BrClNO26 as an isolated structure, with properties calculated with ωB97M-V/def2-TZVPD.

* molar mass: 1260.63 g/mol
* lowest unoccupied orbital energy: -2.9 eV
* net charge: +1
* highest occupied orbital energy: -11.3 eV
* calculated total energy: -7079.78213 Eh
* gap between HOMO and LUMO: 0.3072 Ha

Last column: Mulliken charge in e.
Cartesian coordinates (Å):
C -1.002 0.388 -1.154  -0.43
C -0.159 1.478 -0.791  -0.20
C 0.986 2.673 -0.547  -0.07
C 2.431 2.097 -1.071  -0.02
C 3.034 2.933 -2.387  -1.03
N 4.143 2.051 -2.947  0.80
C 4.609 2.563 -4.307  -0.53
C 4.043 1.704 -5.584  0.49
C 3.493 2.583 -6.883  -0.63
C 2.941 1.835 -8.253  -0.39
C 2.890 0.183 -8.379  -0.56
C 3.425 -0.699 -7.071  0.39
C 3.426 -2.339 -7.076  -0.92
C 3.988 0.068 -5.696  -0.24
C 5.374 1.960 -2.070  -1.49
C 5.087 1.559 -0.507  0.35
Br 4.944 -0.471 -0.383  0.07
C 6.218 2.181 0.509  -0.61
C 7.768 2.015 0.004  -0.64
O 8.077 0.738 -0.659  -0.26
C 8.856 0.922 -1.894  0.64
C 8.492 -0.122 -3.149  -0.75
O 9.843 1.800 -2.092  -0.53
C 3.616 2.115 0.062  -0.29
Cl 3.104 0.891 1.392  -0.10
H -1.414 -0.606 -1.665  0.31
H 0.690 3.622 -1.196  0.36
H 1.036 2.900 0.610  0.13
H 2.291 0.983 -1.441  0.35
H 3.497 3.958 -1.990  0.33
H 2.193 3.185 -3.175  0.46
H 3.751 1.093 -3.076  0.38
H 4.204 3.670 -4.426  0.35
H 5.796 2.638 -4.319  0.35
H 3.485 3.773 -6.895  0.22
H 2.568 2.486 -9.170  0.29
H 2.482 -0.331 -9.354  0.30
H 3.278 -2.797 -8.164  0.31
H 4.471 -2.732 -6.679  0.23
H 2.624 -2.720 -6.305  0.29
H 4.342 -0.619 -4.814  0.28
H 6.079 2.920 -2.132  0.40
H 6.037 1.077 -2.526  0.27
H 6.008 3.354 0.555  0.28
H 6.022 1.754 1.581  0.31
H 8.046 2.973 -0.607  0.32
H 8.442 2.044 0.989  0.34
H 8.298 0.463 -4.144  0.25
H 9.318 -0.964 -3.245  0.33
H 7.491 -0.678 -2.875  0.20
H 3.713 3.169 0.581  0.36
C 8.419 0.297 6.840  -1.30
C 8.448 1.813 6.740  -0.19
O 7.631 2.269 5.654  -0.27
C 6.296 2.283 5.890  0.69
O 5.746 1.956 6.932  -0.57
O 5.671 2.697 4.759  -0.23
C 4.248 2.664 4.842  -0.68
H 8.687 -0.157 5.881  0.30
H 9.115 -0.053 7.607  0.39
H 7.418 -0.065 7.094  0.33
H 9.470 2.142 6.528  0.40
H 8.145 2.287 7.682  0.33
H 3.886 3.213 5.718  0.37
H 3.901 1.627 4.866  0.30
H 3.844 3.144 3.947  0.15
C -7.828 -0.654 0.130  -0.77
C -7.037 0.138 -0.896  -0.36
O -5.766 -0.476 -1.148  -0.31
C -5.790 -1.559 -1.963  0.73
O -6.781 -2.036 -2.496  -0.57
O -4.525 -2.040 -2.064  -0.27
C -4.425 -3.244 -2.821  -0.65
H -7.237 -0.806 1.039  0.29
H -8.754 -0.135 0.390  0.44
H -8.087 -1.648 -0.250  0.04
H -6.832 1.139 -0.501  0.30
H -7.599 0.269 -1.828  0.32
H -4.887 -3.135 -3.808  0.32
H -4.884 -4.070 -2.269  0.29
H -3.365 -3.469 -2.962  0.19
C -11.766 -5.263 4.141  -1.08
C -11.345 -3.807 4.244  -0.27
O -10.496 -3.442 3.149  -0.31
C -11.127 -3.203 1.973  0.58
O -12.332 -3.264 1.777  -0.57
O -10.186 -2.912 1.039  -0.11
C -10.712 -2.734 -0.274  -0.71
H -10.889 -5.912 4.041  0.23
H -12.334 -5.566 5.024  0.38
H -12.389 -5.434 3.257  0.32
H -10.761 -3.664 5.159  0.30
H -12.211 -3.139 4.307  0.40
H -11.520 -1.996 -0.284  0.36
H -11.060 -3.694 -0.668  0.36
H -9.906 -2.369 -0.916  0.08
C -14.587 0.254 -3.418  -1.08
C -14.363 -0.875 -4.409  -0.15
O -13.432 -0.484 -5.427  -0.34
C -12.125 -0.507 -5.065  0.75
O -11.687 -0.834 -3.972  -0.55
O -11.387 -0.076 -6.119  -0.33
C -9.994 0.041 -5.838  -0.61
H -14.879 1.172 -3.939  0.30
H -15.367 -0.010 -2.699  0.36
H -13.672 0.483 -2.863  0.28
H -15.307 -1.105 -4.915  0.29
H -14.033 -1.793 -3.910  0.28
H -9.590 -0.889 -5.426  0.29
H -9.822 0.875 -5.150  0.27
H -9.475 0.255 -6.776  0.24
C 8.249 -8.236 -8.732  -1.09
C 6.833 -7.724 -8.531  -0.16
O 6.836 -6.477 -7.824  -0.35
C 7.154 -5.386 -8.562  0.73
O 7.422 -5.376 -9.755  -0.55
O 7.150 -4.304 -7.742  -0.31
C 7.565 -3.097 -8.377  -0.66
H 8.781 -8.285 -7.776  0.29
H 8.241 -9.230 -9.186  0.35
H 8.825 -7.567 -9.380  0.31
H 6.275 -8.437 -7.914  0.29
H 6.297 -7.632 -9.482  0.30
H 6.988 -2.905 -9.287  0.31
H 8.635 -3.144 -8.601  0.34
H 7.394 -2.271 -7.682  0.19
C 9.305 6.644 11.194  -1.07
C 8.266 7.561 10.570  -0.16
O 8.335 7.512 9.139  -0.38
C 7.763 6.427 8.562  0.74
O 7.199 5.514 9.147  -0.57
O 7.949 6.514 7.220  -0.37
C 7.477 5.380 6.497  -0.48
H 10.302 6.870 10.804  0.29
H 9.315 6.754 12.282  0.35
H 9.102 5.595 10.956  0.30
H 8.475 8.595 10.862  0.29
H 7.255 7.324 10.921  0.30
H 6.432 5.160 6.739  0.29
H 8.112 4.514 6.708  0.18
H 7.542 5.606 5.430  0.27
C 0.154 7.596 5.207  -1.09
C -0.364 7.449 3.787  -0.17
O -0.031 6.162 3.252  -0.31
C -0.810 5.134 3.670  0.62
O -1.757 5.216 4.440  -0.55
O -0.342 3.991 3.109  -0.18
C -1.017 2.814 3.546  -0.70
H 1.226 7.376 5.252  0.28
H -0.017 8.610 5.579  0.36
H -0.342 6.894 5.885  0.31
H 0.122 8.193 3.146  0.28
H -1.443 7.629 3.728  0.31
H -2.101 2.904 3.415  0.33
H -0.770 2.611 4.592  0.31
H -0.667 1.976 2.937  0.20
C -7.793 -4.798 4.090  -0.82
C -7.090 -4.995 2.758  -0.08
O -5.997 -5.913 2.887  -0.37
C -6.336 -7.225 2.932  0.73
O -7.469 -7.678 2.862  -0.56
O -5.201 -7.950 3.095  -0.34
C -5.428 -9.349 3.255  -0.61
H -7.076 -4.507 4.865  0.32
H -8.564 -4.028 4.011  0.16
H -8.267 -5.725 4.429  0.27
H -6.664 -4.040 2.429  0.24
H -7.785 -5.323 1.977  0.29
H -6.040 -9.750 2.441  0.29
H -5.900 -9.540 4.224  0.29
H -4.458 -9.854 3.237  0.22

Entry 3:
Below is a 13-piece molecular cluster, C52H90O26 overall, with properties calculated with ωB97M-V/def2-TZVPD.

* molar mass: 1131.27 g/mol
* lowest unoccupied orbital energy: -0.1 eV
* highest occupied orbital energy: -9.8 eV
* calculated total energy: -3991.54431 Eh
* gap between HOMO and LUMO: 0.3561 Ha

Last column: Mulliken charge in e.
Cartesian coordinates (Å):
O -2.745 -3.163 4.978  -0.58
C -3.228 -3.822 5.853  0.71
O -3.088 -3.622 7.169  -0.29
C -2.400 -2.521 7.745  -0.27
C -1.987 -2.870 9.203  -1.09
C -4.206 -5.019 5.473  -0.93
H -2.896 -1.574 7.532  0.34
H -1.522 -2.395 7.111  0.29
H -1.266 -3.686 9.173  0.28
H -2.816 -3.247 9.801  0.30
H -1.611 -2.019 9.771  0.36
H -3.715 -5.989 5.396  0.28
H -4.663 -4.738 4.525  0.27
H -4.919 -5.177 6.283  0.32
O -7.999 -1.745 4.173  -0.57
C -7.913 -1.333 3.021  0.65
O -8.772 -1.747 1.971  -0.24
C -9.803 -2.690 2.273  -0.08
C -10.919 -2.400 1.351  -1.26
C -6.822 -0.268 2.614  -0.86
H -10.270 -2.838 3.247  0.29
H -9.485 -3.705 2.034  0.21
H -10.641 -2.358 0.298  0.29
H -11.484 -1.485 1.526  0.34
H -11.707 -3.151 1.414  0.40
H -7.387 0.513 2.105  0.30
H -6.048 -0.718 1.993  0.23
H -6.495 0.168 3.557  0.31
O -2.708 -2.067 -9.689  -0.55
C -1.574 -2.558 -9.870  0.70
O -0.470 -2.353 -9.044  -0.32
C -0.587 -1.656 -7.855  -0.12
C -1.053 -2.654 -6.879  -1.17
C -1.148 -3.145 -11.248  -1.00
H -1.326 -0.867 -7.990  0.29
H 0.399 -1.248 -7.631  0.26
H -0.300 -3.431 -6.744  0.32
H -2.009 -3.100 -7.151  0.30
H -1.113 -2.279 -5.858  0.38
H -2.001 -3.591 -11.759  0.33
H -0.476 -3.972 -11.020  0.31
H -0.731 -2.456 -11.983  0.27
O -5.388 -5.968 -2.615  -0.61
C -5.726 -5.430 -1.549  0.80
O -6.889 -5.565 -1.007  -0.28
C -7.950 -6.269 -1.699  -0.27
C -7.849 -7.701 -1.233  -0.96
C -4.853 -4.597 -0.740  -1.02
H -7.835 -6.151 -2.776  0.31
H -8.910 -5.818 -1.449  0.31
H -8.346 -7.866 -0.276  0.28
H -6.790 -7.917 -1.095  0.28
H -8.358 -8.354 -1.941  0.32
H -5.148 -3.594 -0.429  0.29
H -4.020 -4.347 -1.396  0.32
H -4.599 -5.200 0.131  0.24
O -4.088 7.371 4.458  -0.58
C -3.290 7.442 3.529  0.77
O -2.105 8.032 3.565  -0.30
C -1.598 8.615 4.734  -0.25
C -1.602 10.128 4.455  -1.02
C -3.597 6.716 2.313  -0.94
H -0.550 8.326 4.816  0.23
H -2.176 8.276 5.593  0.37
H -1.374 10.678 5.368  0.36
H -2.599 10.420 4.126  0.31
H -0.791 10.493 3.823  0.24
H -2.783 6.039 2.049  0.24
H -3.808 7.410 1.499  0.27
H -4.513 6.150 2.482  0.31
O 2.581 -6.048 -2.939  -0.58
C 3.126 -6.592 -1.963  0.76
O 2.869 -6.209 -0.710  -0.28
C 1.928 -5.173 -0.465  -0.11
C 1.791 -5.005 1.062  -1.22
C 3.995 -7.792 -2.162  -1.02
H 0.935 -5.339 -0.882  0.28
H 2.283 -4.218 -0.853  0.25
H 1.421 -5.910 1.544  0.33
H 1.031 -4.249 1.258  0.39
H 2.667 -4.663 1.613  0.30
H 3.521 -8.774 -2.183  0.28
H 4.698 -7.879 -1.334  0.32
H 4.588 -7.723 -3.074  0.30
O 4.022 7.534 4.069  -0.61
C 3.908 8.320 3.148  0.54
O 4.321 9.593 3.247  -0.37
C 4.177 10.234 1.950  -0.40
C 3.107 9.437 1.190  -0.38
C 3.322 8.027 1.714  -0.39
H 5.166 10.142 1.500  0.24
H 3.940 11.294 2.038  0.33
H 3.239 9.280 0.119  0.27
H 2.068 9.761 1.249  0.24
H 3.925 7.322 1.142  0.31
H 2.397 7.500 1.948  0.21
O 5.320 -0.742 6.804  -0.64
C 5.619 -1.901 6.432  0.49
O 4.846 -2.947 6.599  -0.31
C 5.550 -4.188 6.312  -0.34
C 6.992 -3.808 6.020  -0.49
C 6.903 -2.339 5.806  -0.43
H 5.275 -4.617 5.349  0.25
H 5.588 -4.918 7.121  0.30
H 7.213 -4.160 5.012  0.25
H 7.656 -4.022 6.858  0.31
H 6.776 -2.146 4.741  0.21
H 7.807 -1.755 5.976  0.38
O -7.702 -1.047 -4.758  -0.61
C -6.715 -0.450 -4.374  0.56
O -6.513 0.010 -3.141  -0.33
C -5.242 0.746 -3.023  -0.36
C -4.890 1.024 -4.465  -0.51
C -5.454 -0.168 -5.186  -0.42
H -4.640 -0.036 -2.560  0.29
H -5.250 1.689 -2.476  0.28
H -3.814 0.973 -4.632  0.28
H -5.378 1.955 -4.752  0.31
H -4.778 -1.018 -5.095  0.20
H -5.579 -0.033 -6.260  0.31
O 5.661 -0.147 -5.746  -0.64
C 6.066 -1.138 -5.123  0.58
O 7.050 -1.879 -5.509  -0.35
C 7.230 -3.036 -4.693  -0.43
C 6.613 -2.608 -3.316  -0.45
C 5.533 -1.655 -3.792  -0.35
H 8.297 -3.198 -4.543  0.32
H 6.704 -3.883 -5.133  0.28
H 7.384 -2.130 -2.712  0.25
H 6.267 -3.495 -2.784  0.30
H 5.435 -0.881 -3.030  0.25
H 4.516 -2.001 -3.978  0.25
O 9.701 2.358 2.860  -0.59
C 9.412 2.766 1.757  0.49
O 8.527 2.176 0.937  -0.32
C 8.390 2.949 -0.294  -0.38
C 8.780 4.320 0.181  -0.45
C 9.874 4.093 1.142  -0.38
H 7.390 2.907 -0.724  0.31
H 9.015 2.629 -1.128  0.24
H 7.935 4.848 0.623  0.23
H 9.138 4.966 -0.621  0.31
H 9.947 4.858 1.915  0.27
H 10.856 3.915 0.703  0.26
O 0.125 0.081 0.021  -0.65
C 0.697 0.691 0.871  0.54
O 2.026 0.759 0.928  -0.37
C 2.565 1.469 1.999  -0.37
C 1.386 1.515 2.913  -0.46
C 0.175 1.474 2.031  -0.22
H 2.895 2.429 1.602  0.23
H 3.450 0.998 2.425  0.30
H 1.435 2.481 3.415  0.28
H 1.445 0.701 3.635  0.27
H -0.256 2.408 1.668  0.26
H -0.569 0.780 2.420  0.20
O 0.444 4.831 -2.368  -0.60
C 0.979 4.860 -3.458  0.56
O 0.621 5.858 -4.325  -0.33
C 1.377 5.747 -5.543  -0.37
C 1.641 4.211 -5.471  -0.60
C 1.909 3.878 -4.094  -0.40
H 2.150 6.510 -5.630  0.28
H 0.752 5.838 -6.431  0.26
H 2.324 3.803 -6.216  0.41
H 0.696 3.743 -5.744  0.25
H 2.950 4.083 -3.848  0.24
H 1.885 2.801 -3.932  0.31